This record from OMol25 describes a 2-piece molecular cluster, C2H4N4O2 overall at a distorted geometry. The level of theory is wB97M-V/def2-TZVPD.

Properties
SMILES = [H]/N=N\O.c1conn1
Frontier orbital gap = 10.49 eV
Relative energy (zero: lowest compared OMol25 entry of this formula, charge and spin) = 4.398 eV

ORCA input file:
```
! RIJCOSX wB97M-V def2-TZVPD def2/J DEFGRID3
* xyz 0 1
H 3.1878 0.2986 1.9661
N 2.7975 0.9049 1.2858
N 1.6636 0.5758 1.0806
O 1.0407 -0.4062 1.8413
H 0.0961 -0.3803 1.3940
C -0.4816 -0.0101 -0.7573
C -1.3221 -0.2152 -1.9231
O -2.5269 -0.4234 -1.4501
N -2.5780 -0.1867 -0.1276
N -1.3699 -0.0988 0.2899
H 0.5873 0.1314 -0.6598
H -1.0944 -0.1900 -2.9399
*
```

***

This record from OMol25 describes one molecule with the formula C2H2N6 at a distorted geometry. The level of theory is wB97M-V/def2-TZVPD.

Properties
SMILES = [H]/N=c1/ncnnnn1
Frontier orbital gap = 8.12 eV
Relative energy (zero: lowest compared OMol25 entry of this formula, charge and spin) = 2.559 eV

ORCA input file:
```
! RIJCOSX wB97M-V def2-TZVPD def2/J DEFGRID3
* xyz 0 1
H -1.9904 -1.3263 1.0174
N -1.7919 -0.2464 0.7671
C -0.9075 -0.1138 -0.1608
N -0.5422 1.1396 -0.6751
C 0.6577 1.3587 -0.2768
N 1.5358 0.3833 0.5345
N 1.4219 -0.8244 0.4881
N 0.8275 -1.5771 -0.5442
N -0.3070 -1.1588 -0.8408
H 1.0960 2.3653 -0.3096
*
```

***

This record from OMol25 describes C33H92AlAsF8N9O13S2 as an isolated structure at a distorted geometry. The level of theory is wB97M-V/def2-TZVPD.

Properties
Frontier orbital gap = 1.00 eV

ORCA input file:
```
! RIJCOSX wB97M-V def2-TZVPD def2/J DEFGRID3
* xyz 1 1
Al -11.8852 -4.2226 7.1870
As -16.4082 -8.9599 10.1305
F -17.0257 -8.9862 8.4819
F -17.7023 -7.8280 10.5715
F -15.7872 -8.8856 11.7983
F -15.1428 -10.1552 9.7791
F -15.2526 -7.6799 9.5353
F -17.5024 -10.3500 10.6005
N -15.2076 -0.8212 8.7160
S -16.6552 -0.9316 8.9680
O -17.5245 -0.4110 7.9110
O -17.1091 -1.1531 10.3129
F -16.5974 -2.4669 8.5326
S -15.1622 0.8173 9.0415
O -15.1234 1.2619 10.4146
O -15.8532 1.7315 8.0929
F -13.6258 0.9736 8.6013
C -6.8769 3.6692 8.1496
O -6.0143 2.5109 8.2227
H -7.9081 3.3184 8.1089
H -6.8046 4.3593 8.9902
H -6.7201 4.1224 7.1708
H -5.2185 2.8514 7.8076
C -11.0831 7.2524 13.0550
C -10.6448 6.9395 14.4113
C -10.7962 8.0247 15.5456
O -10.2363 7.5131 16.7080
C -10.3456 8.3771 17.8252
N -11.4634 5.8009 14.7924
H -10.6841 6.5306 12.3423
H -10.6297 8.1875 12.7262
H -12.1589 7.4264 13.0325
H -9.5770 6.7253 14.4562
H -11.8421 8.3302 15.5743
H -10.2621 8.8891 15.1512
H -9.8542 9.3086 17.5442
H -9.7396 7.8132 18.5344
H -11.3337 8.4835 18.2730
H -11.4050 5.2527 13.9461
H -11.0772 5.2951 15.5767
C -19.4352 -0.3306 16.3139
C -20.6062 -1.2647 15.8469
C -21.6038 -0.6437 14.8526
O -22.8215 -1.4275 14.6216
C -23.5169 -1.0213 13.4503
N -19.9386 -2.3844 15.2192
H -18.7588 0.0325 15.5400
H -18.8471 -0.8453 17.0737
H -19.7653 0.5702 16.8313
H -21.1367 -1.6699 16.7086
H -21.1684 -0.3774 13.8894
H -21.9340 0.2706 15.3457
H -22.9391 -1.2190 12.5474
H -23.5990 0.0638 13.3891
H -24.4053 -1.6474 13.3678
H -20.6559 -2.9795 14.8301
H -19.5390 -1.9289 14.4111
C -22.0579 -4.8158 6.3346
C -22.9615 -4.5922 7.5408
C -24.3635 -4.1109 7.1794
O -24.4504 -2.6957 6.8497
C -25.6958 -2.3789 6.2012
N -22.9152 -5.6900 8.4545
H -22.5345 -5.4994 5.6319
H -21.1373 -5.3045 6.6537
H -21.9039 -3.8594 5.8350
H -22.4946 -3.7951 8.1194
H -24.9657 -4.2749 8.0730
H -24.7370 -4.7544 6.3828
H -25.9430 -1.3173 6.2011
H -26.5206 -2.9841 6.5774
H -25.4280 -2.5347 5.1561
H -23.1902 -5.5456 9.4155
H -21.9558 -5.9880 8.5589
C -21.2651 7.8152 19.1230
C -21.2317 6.9990 17.8898
C -19.7431 6.6469 17.5730
O -19.7146 5.5935 16.5394
C -18.5148 5.4600 15.8019
N -22.0019 5.7593 18.1372
H -20.7151 8.7448 18.9768
H -20.9275 7.3025 20.0237
H -22.2580 8.1735 19.3949
H -21.5880 7.6809 17.1178
H -19.2214 6.2112 18.4251
H -19.1935 7.5396 17.2745
H -18.1128 6.4222 15.4846
H -18.7249 5.0077 14.8326
H -17.7187 4.8845 16.2742
H -21.9594 5.4973 19.1116
H -21.3822 5.1475 17.6256
C -17.2337 -6.1181 2.3718
C -15.9638 -5.3425 2.8686
C -16.1164 -3.7476 2.8420
O -15.1039 -3.1610 3.6685
C -14.9882 -1.7274 3.4927
N -15.5623 -5.8959 4.2304
H -17.0329 -7.1885 2.4182
H -17.4469 -5.9467 1.3167
H -18.0751 -5.9082 3.0321
H -15.1268 -5.6697 2.2518
H -17.0709 -3.3570 3.1950
H -15.9660 -3.4983 1.7916
H -14.6758 -1.5889 2.4576
H -14.2835 -1.3190 4.2170
H -15.9018 -1.1333 3.4654
H -16.4091 -6.0206 4.7666
H -15.4423 -6.8558 3.9402
C -22.4672 4.1517 6.1855
C -22.5765 3.6318 4.8069
C -21.8924 4.5536 3.7934
O -22.6056 5.7724 3.6237
C -21.9789 6.6302 2.6357
N -21.9301 2.2827 4.8561
H -23.1248 3.5205 6.7831
H -22.7889 5.1849 6.3162
H -21.4318 4.0301 6.5039
H -23.6120 3.4316 4.5318
H -21.6166 4.0554 2.8639
H -20.9241 4.8550 4.1930
H -22.0961 6.2258 1.6303
H -20.9106 6.6589 2.8503
H -22.3898 7.6141 2.8619
H -21.0790 2.2530 5.3992
H -22.4206 1.5739 5.3825
C -7.6703 -1.1577 12.1612
C -8.8516 -1.9891 11.5705
C -10.0988 -2.0328 12.5136
O -11.0815 -2.7026 11.7283
C -12.2826 -2.9172 12.4864
N -9.1188 -1.2035 10.3517
H -7.2242 -1.6647 13.0168
H -7.8595 -0.1393 12.5005
H -6.8169 -1.0648 11.4894
H -8.5159 -3.0021 11.3486
H -10.5013 -1.0429 12.7285
H -9.7598 -2.6192 13.3675
H -13.0157 -3.5260 11.9573
H -12.7836 -2.0345 12.8838
H -12.0049 -3.4649 13.3870
H -9.5469 -0.4152 10.8158
H -8.2467 -0.8185 10.0181
C -12.1768 7.0288 5.1725
C -10.8741 7.8396 4.8743
C -10.0250 7.1701 3.7444
O -8.6810 7.6117 3.8400
C -7.8546 7.1406 2.7556
N -11.3749 9.2083 4.4906
H -12.5829 7.4278 6.1020
H -12.0146 5.9554 5.2699
H -12.9712 7.1594 4.4377
H -10.2794 7.7519 5.7836
H -10.4390 7.3211 2.7474
H -10.0073 6.1011 3.9568
H -7.6542 6.0692 2.7527
H -6.8336 7.5163 2.6880
H -8.3090 7.4600 1.8177
H -12.1281 9.0308 3.8415
H -10.6780 9.7039 3.9531
*
```

***

This record from OMol25 describes a 3-piece molecular cluster, C5H14NO2 overall at a distorted geometry. The level of theory is wB97M-V/def2-TZVPD.

Properties
Frontier orbital gap (spin up / spin down) = 5.84 / 5.33 eV
Relative energy (zero: lowest compared OMol25 entry of this formula, charge and spin) = 3.409 eV
<S²> = 0.76

ORCA input file:
```
! RIJCOSX wB97M-V def2-TZVPD def2/J DEFGRID3
* xyz -2 2
C -1.7624 1.6945 0.4049
C -1.0557 0.4459 -0.1749
C 0.3288 0.8407 -0.8038
C 1.2650 -0.3960 -0.9046
C 2.2475 -0.4492 0.3302
O 1.8023 -0.8668 1.5213
N -1.9001 -0.2375 -1.1185
H -1.0789 2.3882 0.9139
H -2.4098 1.3774 1.2335
H -2.3592 2.1291 -0.3936
H -0.6701 -0.1910 0.6416
H 0.7067 1.7189 -0.2621
H 0.0103 1.2341 -1.7807
H 0.6007 -1.2558 -0.8421
H 1.8555 -0.1342 -1.7838
H 2.5921 0.6323 0.3688
H 3.1474 -0.9985 -0.0880
H -2.1014 -1.1704 -0.7643
H 0.0916 -0.5002 -2.7046
H -1.0691 -1.9231 1.6921
H 0.2987 -1.9214 2.1794
O -0.5401 -2.4170 2.3355
*
```

***

This record from OMol25 describes one molecule with the formula C3H4N2O4 at a distorted geometry. The level of theory is wB97M-V/def2-TZVPD.

Properties
Frontier orbital gap = 8.11 eV
Relative energy (zero: lowest compared OMol25 entry of this formula, charge and spin) = 3.369 eV

ORCA input file:
```
! RIJCOSX wB97M-V def2-TZVPD def2/J DEFGRID3
* xyz 0 1
N 0.8504 -0.9862 0.9843
C -0.2439 0.9435 -0.8048
C 1.3716 -0.3792 -0.1620
C -0.3812 -1.2925 0.4007
N -1.2380 0.0211 0.1659
O 0.1222 1.9964 -0.0524
O -0.4530 0.9394 -1.9806
O 2.5409 -0.2405 -0.4117
O -0.9360 -2.3364 0.2372
H 0.4881 2.6803 -0.6353
H 1.3291 -1.7015 1.5409
H -2.1115 -0.2198 -0.2974
H -1.3387 0.5753 1.0152
*
```

***

This record from OMol25 describes an isolated ion of composition C2H6N5O3 and charge +1 at a distorted geometry. The level of theory is wB97M-V/def2-TZVPD.

Properties
SMILES = NC(=N/[N+](=O)O)/N=C/NO
Frontier orbital gap (spin up / spin down) = 9.07 / 9.07 eV
Relative energy (zero: lowest compared OMol25 entry of this formula, charge and spin) = 0.205 eV

ORCA input file:
```
! RIJCOSX wB97M-V def2-TZVPD def2/J DEFGRID3
* xyz 1 1
N -1.9257 0.5750 1.0714
C -0.9235 0.6361 0.2331
N -0.7039 1.9780 -0.2376
N 0.0219 2.2931 -1.2262
O 0.5015 3.3513 -1.5174
O 0.3387 1.1338 -1.9933
N -0.0008 -0.2825 0.2457
C 0.1474 -1.5303 -0.1014
N 1.2840 -2.0683 0.3931
O 1.8526 -1.4074 1.3696
H -2.6017 1.3012 1.1145
H -2.1495 -0.2653 1.6107
H 0.9105 1.4893 -2.6826
H -0.6830 -2.1706 -0.4166
H 1.3313 -3.0689 0.4419
H 2.6002 -1.9645 1.6950
*
```